(1)
ORCA calculation (the ωB97M-V functional and the def2-TZVPD basis) on the molecule CH3FOP2.

Each line ends with the Mulliken charge.
Atoms and positions in Å:
C (0.108, -1.018, 0.898)  -0.758
O (-0.608, 0.482, -1.046)  -0.042
F (0.711, 2.837, -1.033)  -0.278
P (-0.511, 1.921, -1.727)  0.197
P (-1.038, -1.028, -0.488)  0.077
H (1.038, -0.713, 0.329)  0.240
H (0.236, -2.180, 1.295)  0.271
H (0.063, -0.300, 1.771)  0.293

Results
HOMO level (spin up / spin down), eV: -7.70 / -8.02
Relative energy (zero: lowest compared OMol25 entry of this formula, charge and spin), kcal per mole: 16.31

(2)
ORCA calculation (the ωB97M-V functional and the def2-TZVPD basis) on a structure of composition CH3FORu.

Each line ends with the Mulliken spin population.
Atoms and positions in Å:
F (-0.386, 1.430, 0.306)  0.318
O (-0.034, -1.068, 0.338)  0.718
Ru (1.066, 0.321, 0.557)  3.894
C (-1.721, -0.461, -0.005)  0.034
H (-2.654, -0.968, -0.313)  0.009
H (-1.606, -0.185, -1.069)  0.014
H (-2.158, -0.421, 1.011)  0.014

Results
Multiplicity: 6
Net charge: +1
HOMO level (spin up / spin down), eV: -14.47 / -16.01
Expectation value of S²: 8.763

(3)
ORCA calculation (the ωB97M-V functional and the def2-TZVPD basis) on a cluster of 2 separate species, CH3FOS in total.

Each line ends with the Mulliken charge.
Atoms and positions in Å:
C (-0.197, -0.679, -0.761)  0.068
O (-0.887, 0.238, 0.880)  -0.446
F (1.010, -0.291, -0.425)  -0.198
S (-0.198, 1.632, 1.128)  -0.001
H (-0.255, -1.793, -0.546)  0.195
H (-0.537, -0.261, -1.658)  0.260
H (1.064, 1.154, 1.381)  0.122

Results
HOMO level (spin up / spin down), eV: -8.29 / -8.28
Relative energy (zero: lowest compared OMol25 entry of this formula, charge and spin), kcal per mole: 74.11

(4)
ORCA calculation (the ωB97M-V functional and the def2-TZVPD basis) on a cluster of 2 separate species, CH3FOS in total.

Each line ends with the Mulliken charge.
Atoms and positions in Å:
O (-1.452, 1.477, 0.191)  -0.419
C (-0.602, 0.762, 0.617)  0.142
S (1.100, 0.895, 0.178)  -0.196
H (-0.746, -0.046, 1.341)  0.304
H (0.937, 1.900, -0.680)  0.158
F (-0.809, -1.489, -0.939)  -0.382
H (-0.110, -2.109, -0.940)  0.393

Results
HOMO level, eV: -10.10
Relative energy (zero: lowest compared OMol25 entry of this formula, charge and spin), kcal per mole: 1.11
SMILES: O=CS.F

(5)
ORCA calculation (the ωB97M-V functional and the def2-TZVPD basis) on a cluster of 2 separate species, CH3FS2 in total.

Each line ends with the Mulliken charge.
Atoms and positions in Å:
C (-0.347, -0.379, 1.047)  -0.572
F (1.268, 0.238, -2.268)  -0.205
S (0.392, 1.202, 1.050)  -0.035
S (-0.057, 1.224, -2.625)  0.050
H (-0.963, -0.709, 1.808)  0.362
H (0.335, -1.293, 1.035)  0.280
H (-0.628, -0.283, -0.046)  0.120

Results
HOMO level (spin up / spin down), eV: -8.55 / -8.60
Relative energy (zero: lowest compared OMol25 entry of this formula, charge and spin), kcal per mole: 113.18

(6)
ORCA calculation (the ωB97M-V functional and the def2-TZVPD basis) on a cluster of 2 separate species, CH3I2P in total.

Each line ends with the Mulliken charge.
Atoms and positions in Å:
C (0.849, -0.621, -0.284)  -0.869
P (-0.527, 0.661, -0.049)  0.029
I (0.765, -1.673, -3.077)  -0.162
I (0.991, -2.230, 0.974)  0.204
H (1.695, -0.259, -0.816)  0.657
H (-1.558, -0.219, 0.205)  0.057
H (-0.740, 0.529, -1.448)  0.083

Results
HOMO level (spin up / spin down), eV: -9.20 / -8.60
Relative energy (zero: lowest compared OMol25 entry of this formula, charge and spin), kcal per mole: 84.88

no.,strongest force on any atom (hartree/bohr),energy (eV)
1,0.063,-24427.07960
2,0.080,-8416.57289
3,0.091,-16682.27348
4,0.012,-16685.43943
5,0.078,-25468.08288
6,0.039,-26573.12610